# C15H13F8N3OS

A single C15H13F8N3OS molecule at a distorted geometry (ωB97M-V/def2-TZVPD, the Open Molecules 2025 dataset).

Each line ends with the natural charge from an NBO analysis.
Element x y z (Å)
1 H 1.165 4.108 0.403  0.326
2 N 0.744 5.005 0.117  -0.588
3 C -0.091 5.369 1.019  0.135
4 C -0.373 4.542 2.337  -0.518
5 C -0.874 3.095 1.910  -0.020
6 C -1.993 3.036 0.990  -0.185
7 C -2.508 1.685 0.503  -0.187
8 C -1.845 0.490 0.985  -0.041
9 C -2.344 -0.911 0.445  -0.438
10 C -1.094 -1.525 -0.345  -0.082
11 O -0.746 -0.675 -1.441  -0.521
12 C 0.651 -0.648 -1.701  -0.134
13 C 1.101 -1.503 -2.954  0.621
14 F 2.281 -0.953 -3.451  -0.318
15 F 0.136 -1.310 -3.951  -0.322
16 C 1.188 -3.064 -2.721  0.580
17 F -0.098 -3.534 -2.560  -0.301
18 F 1.653 -3.613 -3.924  -0.306
19 C 2.210 -3.530 -1.599  0.577
20 F 2.964 -4.576 -2.135  -0.301
21 F 3.126 -2.547 -1.258  -0.308
22 C 1.561 -4.089 -0.276  0.509
23 F 2.636 -4.527 0.523  -0.334
24 F 0.750 -5.192 -0.464  -0.316
25 C -0.712 0.562 1.968  0.178
26 N 0.009 -0.449 2.555  -0.644
27 S 1.187 0.174 3.558  0.883
28 N 0.882 1.809 3.343  -0.591
29 C -0.172 1.898 2.479  0.097
30 H -0.674 6.324 0.874  0.175
31 H -1.208 4.984 2.949  0.231
32 H 0.546 4.427 2.976  0.251
33 H -2.472 3.967 0.607  0.231
34 H -3.361 1.552 -0.201  0.234
35 H -2.525 -1.566 1.346  0.232
36 H -3.228 -0.825 -0.236  0.230
37 H -1.422 -2.562 -0.659  0.190
38 H -0.273 -1.607 0.428  0.182
39 H 1.303 -0.917 -0.826  0.194
40 H 0.905 0.426 -1.959  0.230
41 H 1.015 -3.332 0.345  0.169

total charge: 0
E_LUMO: -0.050 hartree
Kohn-Sham gap: 0.280 Eh
SMILES: [H]/N=C\Cc1ccc(CCOCC(F)(F)C(F)(F)C(F)(F)C(F)F)c2nsnc12

***

# C15H13FN4O

A single C15H13FN4O molecule at a distorted geometry (ωB97M-V/def2-TZVPD, the Open Molecules 2025 dataset).

Each line ends with the natural charge from an NBO analysis.
Element x y z (Å)
1 C 1.641 1.974 -1.660  -0.658
2 C 1.473 0.747 -2.568  -0.067
3 C 1.935 0.529 -3.962  0.008
4 C 2.545 1.585 -4.716  0.264
5 N 2.994 2.605 -5.058  -0.290
6 N 1.984 -0.743 -4.353  -0.191
7 N 1.213 -1.401 -3.357  -0.368
8 C 0.977 -0.592 -2.221  0.163
9 C 0.207 -0.890 -0.950  -0.069
10 C -0.658 -2.016 -1.073  -0.225
11 C -1.564 -2.427 -0.038  0.337
12 F -2.429 -3.548 -0.150  -0.338
13 C -1.581 -1.734 1.132  0.135
14 C -0.724 -0.637 1.326  0.010
15 C 0.069 -0.166 0.280  -0.185
16 C -0.917 0.253 2.493  -0.179
17 C 0.369 0.362 3.268  -0.600
18 C -1.387 1.665 1.991  -0.612
19 C -2.013 -0.662 3.162  0.697
20 O -2.555 -0.525 4.231  -0.558
21 N -2.107 -1.819 2.405  -0.616
22 H 1.847 2.876 -2.278  0.248
23 H 0.751 2.274 -1.084  0.223
24 H 2.326 1.888 -0.773  0.231
25 H 0.877 -2.372 -3.501  0.423
26 H -0.624 -2.632 -1.949  0.213
27 H 0.653 0.661 0.591  0.215
28 H 0.157 0.584 4.309  0.236
29 H 1.005 1.178 2.872  0.220
30 H 0.924 -0.638 3.305  0.224
31 H -0.765 2.504 2.392  0.221
32 H -1.474 1.876 0.928  0.230
33 H -2.414 1.833 2.366  0.234
34 H -2.736 -2.595 2.640  0.423

total charge: 0
E_LUMO: -0.005 hartree
Kohn-Sham gap: 0.312 Eh
SMILES: Cc1c(C#N)n[nH]c1-c1cc(F)c2c(c1)C(C)(C)C(=O)N2

***

# C15H13N3O6Ru

A molecular structure, C15H13N3O6Ru (ωB97M-V/def2-TZVPD, the Open Molecules 2025 dataset).

Each line ends with the Löwdin spin population.
Element x y z (Å)
1 Ru -0.296 -0.406 0.521  0.780
2 O -5.114 -1.646 -2.826  0.000
3 C -4.022 -1.422 -2.090  -0.001
4 C -2.974 -2.346 -1.986  0.000
5 C -1.897 -2.003 -1.201  0.000
6 N -1.872 -0.833 -0.584  -0.008
7 C -2.866 0.047 -0.625  -0.001
8 C -3.978 -0.207 -1.387  0.001
9 C -2.608 1.238 0.286  0.004
10 O -3.324 2.194 0.316  0.009
11 O -1.520 1.072 1.051  0.083
12 C -0.689 -2.862 -0.857  0.005
13 O -0.507 -3.936 -1.347  0.006
14 O 0.079 -2.302 0.086  0.089
15 H -5.076 -2.506 -3.264  0.000
16 H -2.996 -3.308 -2.483  0.000
17 H -4.801 0.492 -1.432  0.000
18 C 1.982 1.251 -2.682  0.000
19 C 1.395 1.224 -1.308  0.004
20 O 0.426 0.438 -1.123  0.009
21 N 1.903 2.024 -0.383  0.007
22 C 1.409 2.221 0.986  0.003
23 C 1.917 1.152 1.918  0.003
24 C 2.909 1.388 2.848  0.000
25 C 3.367 0.338 3.635  0.003
26 C 2.828 -0.922 3.452  -0.001
27 C 1.833 -1.087 2.506  0.002
28 N 1.372 -0.069 1.769  0.002
29 H 1.174 1.382 -3.400  0.000
30 H 2.443 0.282 -2.878  0.000
31 H 2.718 2.040 -2.811  0.000
32 H 2.707 2.565 -0.662  0.000
33 H 0.319 2.244 0.977  0.002
34 H 1.754 3.200 1.309  0.000
35 H 3.318 2.383 2.958  0.000
36 H 4.140 0.505 4.372  0.000
37 H 3.165 -1.771 4.028  0.000
38 H 1.382 -2.053 2.312  0.000

total charge: +1
2S+1: 2
E_LUMO (spin up / spin down): -0.157 / -0.160 hartree
Kohn-Sham gap (spin up / spin down): 0.304 / 0.297 Eh
<S²>: 0.75

***

# C15H14BiN2O2S2

A molecular structure, C15H14BiN2O2S2 at a distorted geometry (ωB97M-V/def2-TZVPD, the Open Molecules 2025 dataset).

Each line ends with the natural charge from an NBO analysis.
Element x y z (Å)
1 C 0.880 -1.445 -3.768  -0.347
2 C -0.511 -1.409 -4.052  -0.330
3 C -1.206 -2.037 -2.981  -0.327
4 C -0.245 -2.466 -2.017  -0.390
5 C 1.058 -2.098 -2.507  -0.401
6 Bi 0.327 0.307 -0.891  1.734
7 C -1.323 2.105 -2.646  -0.550
8 C 0.071 2.391 -2.586  0.014
9 C 0.763 2.618 -3.777  -0.300
10 N 1.096 2.316 -1.638  -1.078
11 H -2.283 -2.229 -2.947  0.204
12 H -0.954 -1.039 -4.980  0.197
13 H -0.452 -3.047 -1.113  0.215
14 H 2.021 -2.345 -2.042  0.212
15 H 1.677 -1.112 -4.446  0.203
16 H -1.732 1.707 -3.669  0.249
17 H 2.299 2.382 -1.555  0.444
18 H -1.930 2.199 -1.642  0.245
19 H 0.179 2.686 -4.771  0.160
20 H 1.865 2.828 -3.859  0.183
21 O 2.265 1.983 2.764  -0.928
22 S 1.748 0.699 2.459  2.302
23 O 2.641 -0.270 1.866  -0.951
24 N 0.477 0.930 1.350  -0.985
25 C -0.743 0.558 1.803  0.002
26 S -1.955 0.436 0.626  -0.266
27 C -0.718 0.029 3.120  -0.123
28 C -1.802 -0.534 3.796  -0.199
29 C -1.538 -1.027 5.076  -0.208
30 C -0.199 -0.971 5.607  -0.283
31 C 0.889 -0.466 4.856  -0.166
32 C 0.622 0.006 3.594  -0.388
33 H -2.798 -0.579 3.331  0.229
34 H -2.356 -1.444 5.687  0.205
35 H -0.025 -1.299 6.674  0.203
36 H 1.892 -0.364 5.277  0.218

total charge: -1
E_LUMO (spin up / spin down): 0.083 / 0.058 hartree
Kohn-Sham gap (spin up / spin down): 0.239 / 0.162 Eh

***

# C15H14Br3N2O2Zn

A molecular structure, C15H14Br3N2O2Zn (ωB97M-V/def2-TZVPD, the Open Molecules 2025 dataset).

Each line ends with the natural charge from an NBO analysis.
Element x y z (Å)
1 Zn -0.147 -0.036 0.029  1.630
2 Br -2.665 -2.167 0.305  0.084
3 C -2.433 -1.427 2.058  -0.507
4 Br -0.562 -1.026 2.435  0.032
5 H -2.744 -2.161 2.790  0.249
6 H -2.980 -0.495 2.124  0.262
7 Br 2.200 6.249 3.085  0.126
8 C 2.070 4.561 2.266  -0.063
9 C 0.858 3.888 2.265  -0.208
10 C 0.771 2.649 1.654  -0.209
11 C 1.892 2.084 1.049  0.140
12 C 3.104 2.777 1.043  -0.216
13 C 3.192 4.011 1.654  -0.219
14 N 1.720 0.823 0.429  -0.579
15 C 2.673 0.093 0.003  0.137
16 C 2.352 -1.167 -0.683  0.123
17 C 3.340 -2.014 -1.152  -0.192
18 C 2.965 -3.185 -1.799  -0.114
19 C 1.620 -3.468 -1.953  -0.221
20 C 0.687 -2.572 -1.452  0.087
21 N 1.046 -1.449 -0.835  -0.603
22 H -0.015 4.329 2.722  0.251
23 H -0.183 2.136 1.642  0.240
24 H 3.980 2.382 0.546  0.215
25 H 4.124 4.558 1.647  0.244
26 H 3.722 0.353 0.115  0.204
27 H 4.381 -1.760 -1.013  0.245
28 H 3.717 -3.864 -2.177  0.248
29 H 1.284 -4.366 -2.451  0.253
30 H -0.374 -2.758 -1.544  0.227
31 C -0.898 2.473 -1.813  -0.737
32 C -1.705 2.252 -0.550  0.785
33 O -2.374 3.115 -0.042  -0.583
34 O -1.639 1.025 -0.036  -1.016
35 H -1.060 3.477 -2.194  0.253
36 H -1.180 1.742 -2.572  0.229
37 H 0.169 2.349 -1.599  0.203

total charge: +1
E_LUMO: -0.175 hartree
Kohn-Sham gap: 0.257 Eh

***

# C15H14Cl2N2O3S2

A single C15H14Cl2N2O3S2 molecule at a distorted geometry (ωB97M-V/def2-TZVPD, the Open Molecules 2025 dataset).

Each line ends with the natural charge from an NBO analysis.
Element x y z (Å)
1 C -3.284 0.009 1.391  -0.629
2 C -2.706 1.410 1.426  -0.074
3 O -1.546 1.400 2.265  -0.505
4 C -0.828 2.512 2.302  0.810
5 O -1.099 3.526 1.717  -0.595
6 C 0.417 2.330 3.166  -0.521
7 C 1.572 2.150 2.237  0.156
8 C 2.463 3.107 1.868  -0.438
9 S 3.599 2.482 0.732  0.374
10 C 2.757 0.938 0.840  0.270
11 N 3.209 -0.118 0.099  -0.627
12 C 2.639 -1.352 -0.109  0.685
13 O 3.233 -2.182 -0.757  -0.579
14 C 1.268 -1.571 0.468  -0.651
15 S 0.040 -0.528 -0.390  0.314
16 C -0.256 -1.384 -1.907  -0.209
17 C 0.459 -2.485 -2.357  -0.214
18 C 0.111 -3.077 -3.562  -0.031
19 Cl 1.008 -4.446 -4.103  0.017
20 C -0.932 -2.592 -4.335  -0.241
21 C -1.636 -1.484 -3.895  -0.202
22 C -1.300 -0.889 -2.694  -0.060
23 Cl -2.163 0.496 -2.140  0.023
24 N 1.757 0.938 1.647  -0.513
25 H -3.558 -0.311 2.392  0.209
26 H -4.166 -0.002 0.758  0.218
27 H -2.549 -0.681 0.988  0.223
28 H -2.411 1.745 0.427  0.196
29 H -3.424 2.132 1.831  0.186
30 H 0.561 3.221 3.775  0.242
31 H 0.293 1.443 3.784  0.244
32 H 2.518 4.127 2.185  0.248
33 H 4.093 0.016 -0.378  0.423
34 H 1.221 -1.231 1.501  0.291
35 H 0.976 -2.616 0.382  0.251
36 H 1.296 -2.881 -1.807  0.247
37 H -1.185 -3.068 -5.268  0.232
38 H -2.447 -1.083 -4.481  0.233

total charge: 0
E_LUMO: 0.017 hartree
Kohn-Sham gap: 0.331 Eh
SMILES: CCOC(=O)Cc1csc(NC(=O)CSc2cc(Cl)ccc2Cl)n1